1.
Below is C25H31N3O5S in the gas phase at a distorted geometry, with properties calculated with wB97M-V/def2-TZVPD.

Calculated values
SMILES: CCN(C(=O)CN1C(=O)COc2ccc(S(=O)(=O)N3CCCCCC3)cc21)c1cccc(C)c1
Charge: 0
HOMO energy: -8.62 eV
Energy relative to the best compared isomer or geometry (same formula, charge and spin): 0.753 eV

```
65
Properties=species:S:1:pos:R:3:lowdin_charge:R:1
C -0.02 3.99 0.07 -0.06
C 0.09 3.73 1.57 -0.17
N 0.58 2.38 1.87 -0.01
C 1.87 2.11 1.59 -0.43
O 2.65 2.94 1.18 0.09
C 2.32 0.64 1.73 -0.03
N 3.21 0.35 0.62 0.03
C 4.55 0.30 0.86 -0.40
O 5.02 0.26 1.97 0.10
C 5.42 0.34 -0.39 -0.05
O 4.87 -0.28 -1.53 0.00
C 3.54 -0.04 -1.74 -0.19
C 3.04 -0.18 -3.03 0.03
C 1.69 0.01 -3.28 -0.05
C 0.86 0.36 -2.23 -0.25
S -0.90 0.55 -2.49 0.68
O -1.43 1.37 -1.44 -0.30
O -1.14 0.93 -3.85 -0.27
N -1.53 -0.98 -2.28 -0.23
C -1.45 -1.50 -0.93 -0.21
C -2.71 -2.25 -0.51 -0.18
C -3.14 -3.35 -1.48 -0.20
C -3.65 -2.78 -2.80 -0.20
C -2.57 -2.58 -3.87 -0.17
C -1.29 -1.92 -3.34 -0.20
C 1.34 0.50 -0.94 0.02
C 2.69 0.30 -0.67 -0.09
C -0.32 1.46 2.44 -0.23
C -1.53 1.17 1.81 -0.02
C -2.41 0.28 2.40 -0.07
C -2.10 -0.32 3.61 -0.04
C -0.90 -0.03 4.26 -0.27
C -0.58 -0.65 5.58 -0.05
C -0.03 0.87 3.67 0.02
H 0.97 3.94 -0.38 0.07
H -0.43 4.98 -0.09 0.08
H -0.66 3.26 -0.41 0.04
H 0.80 4.44 2.01 0.12
H -0.87 3.84 2.06 0.12
H 2.93 0.53 2.64 0.14
H 1.49 -0.06 1.75 0.13
H 5.62 1.41 -0.59 0.15
H 6.37 -0.16 -0.19 0.14
H 3.73 -0.45 -3.81 0.13
H 1.29 -0.07 -4.27 0.11
H -1.31 -0.65 -0.27 0.09
H -0.57 -2.17 -0.85 0.13
H -3.53 -1.53 -0.42 0.11
H -2.53 -2.68 0.48 0.11
H -3.94 -3.92 -1.01 0.11
H -2.31 -4.04 -1.66 0.11
H -4.13 -1.82 -2.61 0.11
H -4.41 -3.45 -3.22 0.11
H -2.99 -1.96 -4.66 0.11
H -2.30 -3.54 -4.31 0.11
H -0.82 -1.36 -4.16 0.10
H -0.58 -2.68 -3.00 0.13
H 0.65 0.79 -0.18 0.10
H -1.76 1.62 0.86 0.10
H -3.34 0.05 1.90 0.11
H -2.79 -1.02 4.05 0.11
H -1.04 -1.63 5.67 0.08
H -0.97 -0.02 6.39 0.09
H 0.49 -0.74 5.72 0.08
H 0.90 1.12 4.16 0.13
```


2.
Below is C25H31N3O8 in the gas phase at a distorted geometry, with properties calculated with wB97M-V/def2-TZVPD.

Calculated values
SMILES: CCOc1ccc(CCNC(=O)COC(=O)c2cc([N+](=O)[O-])ccc2N2CCOCC2)cc1OCC
Charge: 0
HOMO energy: -8.31 eV
Energy relative to the best compared isomer or geometry (same formula, charge and spin): 0.000 eV

```
67
Properties=species:S:1:pos:R:3:lowdin_charge:R:1
C -4.44 -1.51 -1.61 -0.05
C -3.02 -1.05 -1.94 -0.24
O -2.65 -0.12 -0.94 -0.08
C -1.56 0.68 -1.13 -0.19
C -0.62 0.49 -2.13 0.00
C 0.48 1.32 -2.27 -0.05
C 0.66 2.39 -1.40 -0.25
C 1.87 3.28 -1.47 -0.12
C 3.04 2.64 -0.70 -0.15
N 2.58 2.23 0.61 0.07
C 3.33 2.17 1.72 -0.47
O 4.50 2.50 1.80 0.08
C 2.54 1.63 2.93 -0.04
O 1.39 0.91 2.50 -0.01
C 1.59 -0.37 2.15 -0.44
O 2.63 -0.96 2.32 0.13
C 0.36 -0.99 1.57 -0.03
C -0.86 -0.67 2.14 0.08
C -1.99 -1.40 1.81 -0.16
N -3.26 -1.05 2.35 -0.35
O -3.30 -0.19 3.21 0.08
O -4.24 -1.63 1.92 0.06
C -1.89 -2.50 0.95 0.01
C -0.69 -2.80 0.36 0.01
C 0.46 -2.02 0.60 -0.14
N 1.60 -2.24 -0.10 -0.06
C 1.92 -3.51 -0.71 -0.12
C 3.41 -3.81 -0.46 -0.18
O 4.23 -2.78 -0.97 -0.12
C 3.94 -1.56 -0.34 -0.17
C 2.47 -1.19 -0.58 -0.12
C -0.28 2.59 -0.40 0.03
C -1.39 1.76 -0.24 -0.20
O -2.17 2.05 0.84 -0.04
C -3.59 1.94 0.75 -0.23
C -4.18 2.92 -0.26 -0.05
H -4.72 -2.33 -2.27 0.08
H -4.50 -1.84 -0.58 0.06
H -5.14 -0.69 -1.75 0.08
H -2.33 -1.90 -1.93 0.11
H -2.99 -0.58 -2.93 0.13
H -0.73 -0.34 -2.81 0.11
H 1.19 1.14 -3.06 0.12
H 1.64 4.25 -1.03 0.12
H 2.19 3.43 -2.50 0.12
H 3.87 3.33 -0.57 0.13
H 3.40 1.76 -1.24 0.12
H 1.60 2.00 0.68 0.10
H 2.18 2.46 3.54 0.14
H 3.20 0.99 3.52 0.14
H -0.94 0.13 2.86 0.14
H -2.77 -3.08 0.74 0.12
H -0.65 -3.62 -0.33 0.11
H 1.33 -4.31 -0.27 0.12
H 1.74 -3.47 -1.80 0.14
H 3.71 -4.72 -0.98 0.13
H 3.57 -3.92 0.62 0.13
H 4.60 -0.81 -0.78 0.13
H 4.12 -1.62 0.74 0.12
H 2.22 -0.24 -0.12 0.10
H 2.31 -1.10 -1.67 0.13
H -0.19 3.42 0.28 0.14
H -3.90 0.92 0.50 0.10
H -3.93 2.18 1.76 0.13
H -3.87 3.93 -0.02 0.08
H -5.26 2.86 -0.24 0.08
H -3.83 2.68 -1.26 0.07
```


3.
Below is C25H31N5O4 in the gas phase at a distorted geometry, with properties calculated with wB97M-V/def2-TZVPD.

Calculated values
SMILES: NC(=O)C[C@@H](NC(=O)c1ccccc1)c1ccc(N2CCC(N3CCCC3)CC2)c([N+](=O)[O-])c1
Charge: 0
HOMO energy: -8.07 eV
Energy relative to the best compared isomer or geometry (same formula, charge and spin): 4.829 eV

```
65
Properties=species:S:1:pos:R:3:lowdin_charge:R:1
N 1.43 4.47 -0.89 0.19
C 2.47 3.69 -0.54 -0.55
O 2.90 3.66 0.60 0.05
C 3.04 2.83 -1.65 -0.04
C 2.65 1.36 -1.36 -0.25
N 3.24 0.95 -0.11 0.11
C 3.78 -0.28 0.06 -0.43
O 3.77 -1.13 -0.81 0.07
C 4.39 -0.51 1.41 -0.13
C 4.91 0.52 2.19 -0.03
C 5.47 0.23 3.42 -0.08
C 5.50 -1.07 3.89 -0.09
C 4.99 -2.10 3.11 -0.08
C 4.44 -1.82 1.87 -0.02
C 1.15 1.23 -1.38 -0.18
C 0.45 1.17 -2.59 -0.02
C -0.91 1.05 -2.61 -0.01
C -1.71 1.00 -1.45 -0.14
N -3.05 0.74 -1.60 -0.07
C -3.47 -0.26 -2.56 -0.15
C -3.53 -1.64 -1.89 -0.11
C -4.51 -1.62 -0.70 -0.33
N -4.66 -2.87 0.02 -0.13
C -3.49 -3.39 0.71 -0.19
C -3.69 -4.91 0.72 -0.17
C -4.37 -5.15 -0.61 -0.17
C -5.32 -3.95 -0.70 -0.19
C -4.11 -0.49 0.25 -0.11
C -4.03 0.82 -0.54 -0.15
C -1.00 1.18 -0.24 -0.07
N -1.56 1.39 1.06 -0.36
O -1.15 0.69 1.97 0.10
O -2.36 2.30 1.20 0.07
C 0.40 1.25 -0.22 0.05
H 0.97 5.02 -0.18 0.12
H 1.02 4.46 -1.81 0.11
H 4.13 2.91 -1.63 0.13
H 2.66 3.13 -2.62 0.12
H 3.07 0.71 -2.14 0.15
H 3.26 1.64 0.62 0.10
H 4.91 1.54 1.84 0.11
H 5.88 1.03 4.02 0.10
H 5.93 -1.29 4.86 0.10
H 5.02 -3.12 3.47 0.10
H 4.04 -2.60 1.25 0.12
H 1.00 1.20 -3.52 0.12
H -1.40 1.03 -3.57 0.11
H -2.80 -0.31 -3.41 0.10
H -4.46 0.02 -2.93 0.13
H -3.84 -2.39 -2.63 0.11
H -2.53 -1.90 -1.55 0.12
H -5.51 -1.38 -1.09 0.15
H -3.44 -2.98 1.72 0.12
H -2.55 -3.15 0.19 0.11
H -2.75 -5.44 0.83 0.11
H -4.35 -5.19 1.54 0.11
H -4.90 -6.10 -0.66 0.11
H -3.64 -5.12 -1.42 0.11
H -6.26 -4.18 -0.20 0.11
H -5.55 -3.68 -1.74 0.11
H -3.14 -0.72 0.70 0.10
H -4.84 -0.40 1.05 0.13
H -3.83 1.67 0.11 0.10
H -5.00 1.00 -1.02 0.13
H 0.88 1.33 0.74 0.13
```


4.
Below is a molecular structure, C25H31N5PtS2 at a distorted geometry, with properties calculated with wB97M-V/def2-TZVPD.

Calculated values
Charge: 0
HOMO energy (alpha / beta): -6.14 / -6.37 eV
Energy relative to the best compared isomer or geometry (same formula, charge and spin): 1.190 eV
2S+1: 3

```
64
Properties=species:S:1:pos:R:3:lowdin_charge:R:1
Pt 0.68 0.00 0.03 1.07
C -1.76 -1.71 -2.63 -0.20
C -0.55 -1.69 -3.58 -0.16
C 0.72 -1.00 -3.03 -0.23
N 0.37 0.09 -2.18 -0.10
C -0.26 1.16 -2.62 -0.25
C -0.26 1.51 -4.00 -0.03
C -0.98 2.45 -4.70 -0.09
C -2.04 3.24 -4.28 -0.12
C -2.57 3.30 -3.00 -0.10
C -2.06 2.78 -1.83 -0.04
C -0.92 1.98 -1.59 -0.24
N -0.45 1.81 -0.37 -0.11
C -0.81 2.68 0.71 -0.24
C 0.25 2.58 1.82 -0.18
C 0.04 1.40 2.77 -0.21
N -0.20 0.17 2.06 -0.03
C -1.25 -0.57 2.25 -0.22
C -2.39 -0.17 3.02 0.00
C -3.27 -0.93 3.74 -0.08
C -3.23 -2.30 3.97 -0.08
C -2.47 -3.22 3.27 -0.08
C -1.69 -3.04 2.15 0.01
C -1.26 -1.85 1.51 -0.22
N -0.76 -1.79 0.30 0.02
C -0.71 -2.91 -0.60 -0.25
C -1.82 -2.88 -1.66 -0.17
H -2.66 -1.74 -3.24 0.11
H -1.78 -0.78 -2.06 0.09
H -0.85 -1.16 -4.49 0.10
H -0.30 -2.72 -3.87 0.11
H 1.36 -0.70 -3.87 0.11
H 1.31 -1.71 -2.43 0.04
H 0.46 0.96 -4.59 0.10
H -0.71 2.55 -5.74 0.10
H -2.52 3.86 -5.03 0.09
H -3.48 3.88 -2.89 0.10
H -2.64 2.99 -0.95 0.09
H -1.80 2.42 1.12 0.12
H -0.85 3.72 0.35 0.12
H 0.26 3.50 2.41 0.11
H 1.23 2.48 1.33 0.08
H -0.78 1.64 3.47 0.10
H 0.95 1.27 3.36 0.12
H -2.56 0.90 3.04 0.10
H -4.04 -0.38 4.27 0.11
H -3.89 -2.69 4.73 0.10
H -2.58 -4.25 3.58 0.11
H -1.33 -3.96 1.70 0.10
H -0.78 -3.87 -0.09 0.10
H 0.25 -2.88 -1.12 0.05
H -2.78 -2.84 -1.14 0.11
H -1.78 -3.82 -2.21 0.11
S 3.16 0.22 0.11 0.51
C 2.30 -1.24 0.54 -1.28
N 2.22 -1.61 1.89 -0.15
C 2.68 -2.95 2.21 -0.27
C 2.31 -3.81 1.02 -0.43
S 2.66 -2.74 -0.41 0.87
H 2.54 -0.89 2.53 0.10
H 2.18 -3.29 3.12 0.11
H 3.77 -2.97 2.37 0.12
H 1.25 -4.07 1.01 0.05
H 2.92 -4.70 0.93 0.07
```